[1]
A structure of composition C16H20CrN10NiO18 in a non-equilibrium geometry. Source: the OMol25 dataset; level of theory: ωB97M-V/def2-TZVPD.

Properties
LUMO energy (spin up / spin down): -0.140 / -0.167 Ha
Multiplicity: 7
Expectation value of S²: 12.188
Charge: 0
HOMO-LUMO gap (spin up / spin down): 4.0 / 3.4 eV

Last column: Mulliken charge in e.
Element x y z (Å)
1 Ni 0.4153 3.5883 2.5418  1.032
2 Cr -2.6794 0.8444 -0.7377  0.439
3 N -0.5263 1.8356 5.1694  0.854
4 O -1.6877 1.9452 5.5056  -0.500
5 O -0.2281 2.4589 4.1738  -0.418
6 O 0.2829 1.2271 5.8228  -0.594
7 N -3.6054 -1.6320 -0.6711  1.477
8 O -4.0038 -2.8141 -0.8215  -0.654
9 O -2.5123 -1.3433 -1.0682  -0.497
10 O -4.2408 -0.7123 -0.1577  -0.634
11 N 0.2870 0.6052 0.8211  -0.230
12 O 0.3043 1.6421 1.4876  0.261
13 O -0.6654 0.4718 0.0685  0.555
14 O 1.1641 -0.2101 0.9882  -0.575
15 N -3.6726 1.9227 2.2923  0.700
16 O -3.1599 1.3228 1.3982  -0.269
17 O -3.6571 1.5797 3.4504  -0.566
18 O -4.0168 3.0738 2.0939  -0.671
19 N -2.5867 0.7303 -3.5035  1.266
20 O -3.6019 0.5433 -2.8114  -0.569
21 O -1.6973 0.9530 -2.6960  -0.294
22 O -2.4945 0.6641 -4.7254  -0.548
23 N -1.6444 4.0076 0.1081  0.555
24 O -0.6614 4.2152 0.8042  -0.557
25 O -1.8741 2.8846 -0.3871  -0.008
26 O -2.5555 4.8166 0.1737  -0.528
27 N 1.8052 -2.1701 -4.3337  -0.017
28 C 0.9247 -1.7563 -3.3484  -0.886
29 C 1.6405 -1.3148 -2.2704  0.672
30 C 2.9889 -1.4704 -2.5737  -1.034
31 C 3.0746 -1.9636 -3.8532  -0.750
32 H 1.4349 -2.5037 -5.2122  0.207
33 H -0.1077 -2.0037 -3.5467  0.528
34 H 1.1049 -1.1345 -1.3500  0.280
35 H 3.7729 -1.2454 -1.8658  0.553
36 H 3.8804 -2.1760 -4.5402  0.450
37 N 0.9155 3.2432 -4.0571  0.039
38 C 1.1309 4.3705 -3.2645  -0.548
39 C 1.2689 4.1039 -1.9443  -1.074
40 C 1.1724 2.7394 -1.9079  0.616
41 C 0.9566 2.2078 -3.2107  -0.846
42 H 0.8423 3.2954 -5.0631  0.203
43 H 1.1149 5.3306 -3.7588  0.384
44 H 1.4427 4.8050 -1.1415  0.398
45 H 1.2168 2.1962 -0.9755  0.324
46 H 0.8043 1.2425 -3.6706  0.494
47 N -1.9872 -3.0741 1.9537  0.121
48 C -3.1463 -2.5899 2.4456  -0.481
49 C -2.9030 -1.4228 3.1305  -0.608
50 C -1.5619 -1.1804 3.0314  0.827
51 C -0.9202 -2.2500 2.3771  -1.223
52 H -1.9762 -3.8224 1.2754  0.315
53 H -3.9956 -3.1825 2.1390  0.475
54 H -3.5602 -0.7903 3.7089  0.562
55 H -1.1651 -0.3044 3.5231  0.272
56 H 0.1056 -2.4459 2.1017  0.554
57 N 2.8922 -2.4773 1.4939  0.200
58 C 3.5309 -3.1866 0.5811  -0.410
59 C 4.7668 -3.4983 1.1898  -0.597
60 C 4.8022 -3.0586 2.5038  -0.560
61 C 3.5562 -2.5347 2.7157  -0.551
62 H 2.0203 -1.9777 1.3929  0.398
63 H 3.0732 -3.4888 -0.3492  0.518
64 H 5.6052 -3.9131 0.6499  0.367
65 H 5.6822 -3.1539 3.1226  0.404
66 H 3.1140 -2.0648 3.5818  0.401

Cartesian forces (eV/Å) of the 2 atoms listed first:
-2.5 -2.7 -0.6
1.9 0.1 -0.9

***

[2]
A cluster of 2 separate species, C4H13N3 in total. Source: the OMol25 dataset; level of theory: ωB97M-V/def2-TZVPD.

Properties
LUMO energy: 0.038 Ha
Structure (SMILES): C=CN.NCCN
Charge: 0
HOMO-LUMO gap: 9.6 eV

Last column: Mulliken charge in e.
Element x y z (Å)
1 C -2.0280 0.3530 1.3402  -1.012
2 C -2.9797 -0.0128 0.4909  0.206
3 N -2.9526 -1.1509 -0.3103  -0.505
4 H -1.1147 -0.2158 1.4699  0.317
5 H -2.1406 1.2447 1.9354  0.224
6 H -3.9015 0.5500 0.4269  0.301
7 H -2.0301 -1.4998 -0.5415  0.242
8 H -3.5307 -1.1109 -1.1342  0.238
9 N 0.4023 1.2933 -0.9838  -0.657
10 C 1.6257 0.9101 -0.2669  -0.433
11 C 1.9476 -0.5471 -0.5317  -0.383
12 N 3.1905 -0.9246 0.1404  -0.610
13 H 0.2598 2.2919 -0.8907  0.240
14 H -0.4000 0.8729 -0.5252  0.190
15 H 1.5504 1.0773 0.8155  0.255
16 H 2.4404 1.5304 -0.6334  0.376
17 H 1.0858 -1.1568 -0.2152  0.210
18 H 2.0722 -0.6896 -1.6034  0.345
19 H 3.0521 -0.9479 1.1441  0.218
20 H 3.4512 -1.8672 -0.1270  0.238

Cartesian forces (eV/Å) of the 2 atoms listed first:
0.2 0.2 0.2
0.0 -0.3 -0.2

***

[3]
A structure of composition C31H57BN4O16TlV in a non-equilibrium geometry. Source: the OMol25 dataset; level of theory: ωB97M-V/def2-TZVPD.

Properties
LUMO energy: -0.420 Ha
Charge: +2
HOMO-LUMO gap: 1.3 eV

Last column: Mulliken charge in e.
Element x y z (Å)
1 Tl -16.9248 -14.3145 -22.2201  1.059
2 O -10.1929 -17.3767 -21.5116  -0.420
3 V -11.5896 -17.9862 -21.8346  1.437
4 O -11.1447 -19.2919 -22.6724  -0.396
5 N -14.8963 -17.2891 -22.5361  1.025
6 O -15.6503 -17.2980 -21.5200  -0.596
7 O -13.8597 -17.9902 -22.4870  -0.642
8 O -15.2415 -16.4682 -23.4238  -0.521
9 O -13.3892 -10.6574 -24.8641  -0.635
10 C -13.3261 -11.8472 -24.7531  0.790
11 O -12.3142 -12.6696 -24.9265  -0.532
12 B -12.7341 -14.0763 -24.9104  1.234
13 O -14.1054 -13.9792 -24.3621  -0.529
14 C -14.5242 -12.7584 -24.3666  0.509
15 O -15.6223 -12.3793 -24.0334  -0.658
16 O -11.9584 -14.9411 -23.9618  -0.661
17 C -11.5464 -15.9674 -24.6351  0.846
18 O -10.9145 -16.8769 -24.1183  -0.646
19 C -11.9465 -15.8611 -26.0823  0.471
20 O -12.6218 -14.7140 -26.2326  -0.411
21 O -11.6582 -16.6251 -26.9441  -0.538
22 C -12.7435 -11.8120 -28.6645  -1.930
23 C -13.1551 -10.4142 -29.1491  2.022
24 C -12.1836 -9.3930 -28.5402  -0.926
25 C -10.8847 -9.0484 -29.2844  -0.766
26 C -11.2899 -8.9414 -30.7605  -1.375
27 C -11.9197 -10.2858 -31.3548  1.333
28 N -13.1226 -10.4050 -30.6238  0.703
29 O -14.1619 -11.1245 -31.1480  -0.340
30 C -12.2372 -9.9347 -32.8266  -1.833
31 C -10.9260 -11.4513 -31.2653  -1.557
32 C -14.5948 -10.1116 -28.6682  -2.089
33 H -13.1083 -12.5929 -29.3374  0.519
34 H -13.0200 -12.1398 -27.6634  0.174
35 H -11.6674 -11.9920 -28.7097  0.379
36 H -12.7673 -8.4713 -28.4818  0.502
37 H -11.8130 -9.7765 -27.5897  0.274
38 H -10.1390 -9.8217 -29.0716  0.301
39 H -10.3455 -8.2049 -28.8518  0.485
40 H -10.4051 -8.6441 -31.3312  0.485
41 H -11.9440 -8.0906 -30.9574  0.491
42 H -12.7214 -10.6839 -33.4517  0.416
43 H -12.7681 -8.9836 -32.8085  0.453
44 H -11.3008 -9.7840 -33.3662  0.475
45 H -11.2375 -12.3758 -30.7809  0.358
46 H -10.5895 -11.7857 -32.2467  0.409
47 H -10.0169 -11.2070 -30.7132  0.376
48 H -14.6762 -9.7874 -27.6303  0.430
49 H -15.2518 -10.9787 -28.7152  0.428
50 H -14.9629 -9.2732 -29.2636  0.540
51 H -14.8570 -10.4882 -31.3994  0.384
52 C -21.4011 -11.8454 -20.4352  -1.700
53 C -20.9088 -12.2370 -21.8453  1.543
54 C -22.0219 -11.6589 -22.8362  -1.145
55 C -21.9113 -10.1133 -22.9662  -0.628
56 C -20.5544 -9.8812 -23.6335  -1.333
57 C -19.3466 -10.3289 -22.7805  1.999
58 N -19.5666 -11.7157 -22.2259  0.177
59 O -18.6016 -12.0768 -21.3161  0.348
60 C -18.1609 -10.4081 -23.7771  -1.803
61 C -19.0838 -9.3163 -21.6505  -1.497
62 C -21.0677 -13.7575 -21.9668  -1.949
63 H -21.3521 -10.7493 -20.4540  0.417
64 H -20.7068 -12.0931 -19.6325  0.379
65 H -22.4498 -12.0742 -20.2831  0.451
66 H -22.0644 -12.1117 -23.8256  0.325
67 H -23.0467 -11.7631 -22.4716  0.468
68 H -22.0116 -9.5051 -22.0642  0.319
69 H -22.7997 -9.7863 -23.5098  0.470
70 H -20.5062 -8.8229 -23.8963  0.463
71 H -20.4829 -10.4211 -24.5784  0.383
72 H -18.3954 -11.0837 -24.5980  0.467
73 H -17.8294 -9.4194 -24.0904  0.400
74 H -17.2736 -10.8605 -23.3317  0.006
75 H -18.8977 -8.2921 -21.9778  0.525
76 H -19.8753 -9.3703 -20.9053  0.305
77 H -18.0901 -9.4745 -21.2122  0.171
78 H -22.0239 -14.2515 -21.8019  0.391
79 H -20.3215 -14.3073 -21.3836  0.337
80 H -20.8613 -14.1152 -22.9838  0.425
81 H -18.7889 -11.5016 -20.5438  -0.664
82 C -16.0730 -11.2701 -16.7633  -1.697
83 C -16.8732 -10.7266 -17.9639  1.119
84 C -17.0364 -9.2059 -17.7948  -1.054
85 C -15.8162 -8.4598 -18.2871  -0.910
86 C -15.2512 -8.9184 -19.6405  -1.483
87 C -15.0334 -10.4707 -19.7516  1.793
88 N -16.2954 -11.1103 -19.2849  1.004
89 O -16.2143 -12.4693 -19.4959  -0.144
90 C -14.9597 -10.6172 -21.2874  -1.935
91 C -13.7325 -10.8800 -19.0637  -1.499
92 C -18.2441 -11.4100 -17.8718  -1.328
93 H -15.8279 -12.3256 -16.8946  0.348
94 H -16.6380 -11.0379 -15.8636  0.489
95 H -15.0985 -10.7929 -16.6366  0.376
96 H -17.9086 -8.7538 -18.2724  0.368
97 H -17.1554 -9.0438 -16.7232  0.472
98 H -14.9902 -8.5182 -17.5642  0.344
99 H -15.9550 -7.3812 -18.1731  0.444
100 H -14.3081 -8.3738 -19.6891  0.581
101 H -15.9142 -8.4999 -20.3992  0.413
102 H -14.1050 -10.0481 -21.6563  0.736
103 H -14.7467 -11.6498 -21.5771  0.307
104 H -15.8332 -10.2771 -21.8373  -0.226
105 H -13.3347 -10.0736 -18.4532  0.327
106 H -13.9436 -11.8157 -18.5377  0.277
107 H -12.9221 -11.2152 -19.7134  0.418
108 H -18.7696 -11.2548 -18.8125  -0.030
109 H -18.8341 -10.9940 -17.0525  0.509
110 H -18.2417 -12.4646 -17.5918  0.443
111 H -15.7418 -12.8895 -18.7530  0.187

Cartesian forces (eV/Å) of the 2 atoms listed first:
0.4 -0.3 -0.2
-1.1 0.2 1.0

***

[4]
A cluster of 4 separate species, C2H13NO3S in total in a non-equilibrium geometry. Source: the OMol25 dataset; level of theory: ωB97M-V/def2-TZVPD.

Properties
LUMO energy (spin up / spin down): -0.132 / -0.328 Ha
Multiplicity: 2
Expectation value of S²: 0.754
Charge: +1
HOMO-LUMO gap (spin up / spin down): 9.8 / 4.5 eV

Last column: Mulliken charge in e.
Element x y z (Å)
1 C 0.7709 0.3046 -0.1612  -0.204
2 C 0.1502 -0.6496 0.9268  -0.450
3 S -0.9083 -1.8013 0.0965  0.215
4 N 0.0210 1.4668 -0.5489  -0.557
5 H 0.9842 -0.3495 -1.0152  -0.068
6 H 1.7792 0.4743 0.1971  0.396
7 H -0.4857 -0.0228 1.5645  0.398
8 H 0.9877 -1.1135 1.4459  0.388
9 H -2.0950 -1.2062 0.2663  0.275
10 H -0.6769 1.0967 -1.1870  0.253
11 H 0.5425 2.1396 -1.1101  0.300
12 H 2.6044 -2.3761 -0.7885  0.320
13 H 3.5856 -2.8362 0.2015  0.319
14 O 3.0866 -2.0373 -0.0178  -0.595
15 H -4.2597 5.3504 2.6387  0.328
16 H -5.4834 4.4339 2.6940  0.328
17 O -4.7006 4.6296 2.1702  -0.656
18 H 1.0364 -1.8926 -2.1143  0.354
19 H 1.8902 -2.7830 -2.9536  0.338
20 O 1.1709 -2.8280 -2.3049  -0.684

Cartesian forces (eV/Å) of the 2 atoms listed first:
1.5 -0.5 -1.3
-1.2 1.1 0.2

***

[5]
An isolated molecule of C3H5N3OS in a non-equilibrium geometry. Source: the OMol25 dataset; level of theory: ωB97M-V/def2-TZVPD.

Properties
LUMO energy: 0.026 Ha
Structure (SMILES): O=C1CN/C(=N\S)N1
Charge: 0
HOMO-LUMO gap: 9.1 eV

Last column: Mulliken charge in e.
Element x y z (Å)
1 O -2.9241 -0.6478 -0.0736  -0.606
2 C -1.7563 -0.3160 -0.0786  0.325
3 C -1.1915 1.0947 -0.0217  -0.231
4 N 0.2409 0.8803 -0.1858  -0.276
5 C 0.5509 -0.4614 -0.1047  0.409
6 N 1.6771 -1.0501 -0.0429  -0.535
7 S 3.0446 -0.0300 -0.1239  -0.205
8 N -0.6532 -1.1445 -0.0987  -0.033
9 H -1.6310 1.6819 -0.8183  0.267
10 H -1.4452 1.5379 0.9358  0.232
11 H 0.9103 1.5109 0.2017  0.249
12 H 3.8573 -0.8811 0.5540  0.159
13 H -0.6797 -2.1749 -0.1434  0.245

Cartesian forces (eV/Å) of the 2 atoms listed first:
1.0 0.3 -0.1
-0.6 -0.5 0.2

***

[6]
A structure of composition C5H12N2O in a non-equilibrium geometry. Source: the OMol25 dataset; level of theory: ωB97M-V/def2-TZVPD.

Properties
LUMO energy: 0.025 Ha
Charge: 0
HOMO-LUMO gap: 9.1 eV

Last column: Mulliken charge in e.
Element x y z (Å)
1 C -0.0834 -0.8751 1.7795  -1.132
2 N -0.8334 -0.1274 0.6937  -0.167
3 C -0.8135 1.3633 1.1088  -0.983
4 C -1.0656 0.4408 -1.7625  -1.522
5 C -0.3751 -0.4180 -0.7046  0.435
6 C 1.1603 -0.1520 -0.6937  0.203
7 N 1.9049 -1.3783 -0.9195  -0.577
8 O 1.6061 0.9838 -0.6855  -0.618
9 H -0.5426 -0.5518 2.7032  0.538
10 H 1.0155 -0.8655 1.7302  0.348
11 H -0.4277 -1.8931 1.6858  0.357
12 H -0.4445 1.3284 2.1694  0.374
13 H -1.5850 1.6976 0.3559  0.375
14 H 0.0466 1.9094 0.6355  0.287
15 H -2.1617 0.2622 -1.8433  0.320
16 H -0.5350 0.2523 -2.7134  0.396
17 H -0.8544 1.4480 -1.4406  0.395
18 H -0.5237 -1.5006 -0.8547  0.331
19 H 1.7798 -0.9063 0.1639  0.277
20 H 2.7323 -1.0177 -1.4080  0.362

Cartesian forces (eV/Å) of the 2 atoms listed first:
-1.9 -0.3 -2.1
1.0 0.8 1.6

***

no.,electronic energy (Eh)
1,-5075.30597
2,-324.43630
3,-3778.73742
4,-762.29788
5,-755.02746
6,-382.30284